Formula: C52H45Cl2O8S3Ta
Source: the Open Molecules 2025 dataset
Level of theory: wB97M-V/def2-TZVPD

```
111
Properties=species:S:1:pos:R:3:mulliken_charge:R:1
Ta 0.165 0.544 0.757 1.622
Cl 1.944 2.086 0.382 -0.433
Cl 5.655 -4.773 1.589 -0.181
S -0.276 -1.559 -1.895 1.266
S -2.239 -1.674 1.750 0.610
S 0.490 1.720 -2.353 -0.002
O -1.077 -1.344 -0.610 -0.826
O -0.179 0.916 -1.210 0.890
O -1.121 2.190 0.915 -0.132
O 1.297 -0.932 0.913 1.251
O 2.517 4.006 5.757 -0.417
O 0.524 1.079 2.618 -0.323
O 2.446 -0.407 -1.592 -0.416
O -1.462 -0.336 1.733 -1.113
C 0.762 4.768 4.456 -1.058
C -2.136 -3.968 -6.843 -1.055
C -0.251 3.338 2.780 0.648
C 0.588 -3.096 -1.664 -0.068
C -1.313 -1.994 -5.639 0.238
C 1.219 -4.951 -0.298 -0.527
C -1.159 -1.262 -4.396 0.046
C -0.930 0.233 -4.542 0.686
C -0.773 5.472 -1.847 -1.081
C -1.293 -2.025 -3.247 0.319
C 1.501 -3.483 -2.637 -1.132
C -2.125 5.432 -2.167 1.028
C 0.020 1.116 -4.002 0.716
C -2.886 -1.667 3.409 -1.174
C 2.429 -2.516 2.229 -0.548
C -1.305 1.969 -6.307 1.418
C -3.026 0.305 -5.900 -0.829
C -0.568 3.143 -2.338 1.087
C -3.327 1.966 -7.626 -0.696
C -3.736 -1.305 0.860 -0.899
C -0.790 -1.534 -6.878 -0.524
C 2.985 -6.588 -1.027 -1.738
C 2.335 -1.789 1.054 0.327
C 3.281 -1.952 0.039 1.588
C 3.455 -3.431 2.399 -0.805
C -0.947 -2.257 -8.024 -0.774
C 1.562 2.481 4.168 -0.539
C 2.147 -5.361 -1.251 0.888
C -1.157 3.188 1.702 1.354
C 2.270 -4.614 -2.425 -0.831
C -3.801 0.874 -6.867 -0.817
C -1.896 -3.302 -3.236 -0.403
C -0.068 2.551 -5.964 -1.638
C 3.453 3.008 6.171 -0.805
C 3.258 -1.237 -1.252 -0.630
C -2.105 2.500 -7.349 -0.984
C 0.438 -3.820 -0.494 -0.428
C -2.194 4.216 1.382 -2.170
C -2.684 4.214 -2.572 -1.184
C -1.663 -3.471 -8.020 -0.737
C 4.307 -2.874 0.227 -1.184
C -1.918 3.070 -2.663 -0.467
C -1.934 -3.270 -5.628 1.140
C -0.157 4.572 3.476 -1.325
C 0.618 2.286 3.171 0.146
C -1.737 0.825 -5.592 0.031
C 1.643 3.716 4.803 0.908
C 4.389 -3.615 1.391 0.036
C -2.298 -3.872 -4.398 -1.552
C 0.524 2.180 -4.800 -0.806
C -2.980 6.664 -2.075 -1.572
C 0.015 4.331 -1.927 -0.808
H 4.127 -1.463 -1.897 0.292
H -3.734 4.174 -2.836 0.505
H 2.986 -4.921 -3.178 0.415
H 3.255 -6.697 0.023 0.382
H 2.433 -7.483 -1.320 0.351
H 3.532 -4.005 3.313 0.497
H -4.408 -2.156 0.970 0.510
H 1.381 2.737 -4.433 0.533
H -3.450 -1.178 -0.181 0.004
H 3.900 -6.558 -1.616 0.393
H -2.006 -3.817 -2.289 0.497
H -3.413 -0.533 -5.339 0.533
H 1.068 4.367 -1.675 0.543
H -4.180 -0.401 1.272 0.421
H -3.568 -2.511 3.506 0.461
H -0.514 -1.894 -8.947 0.467
H -2.356 2.136 -2.997 0.549
H -0.267 -3.490 0.257 0.354
H -0.815 5.386 3.206 0.456
H -1.806 -4.018 -8.942 0.420
H 0.854 5.708 4.979 0.483
H -2.800 -4.831 -4.407 0.443
H -1.708 5.072 0.906 0.420
H 0.351 3.344 -6.569 0.502
H 2.934 2.143 6.585 0.337
H 5.043 -3.019 -0.554 0.435
H 4.086 2.707 5.335 0.352
H -3.396 -0.726 3.603 0.390
H -1.734 3.353 -7.903 0.468
H -2.648 -4.922 -6.810 0.462
H -2.903 3.794 0.674 0.314
H -2.044 -1.797 4.086 0.393
H -3.943 2.385 -8.410 0.433
H -2.708 4.570 2.273 0.573
H -2.375 7.563 -1.983 0.407
H -3.614 6.767 -2.956 0.401
H 4.059 3.474 6.939 0.246
H -3.640 6.611 -1.207 0.294
H 1.616 -2.902 -3.546 0.581
H -0.322 6.409 -1.543 0.406
H 1.691 -2.360 3.005 0.572
H -4.790 0.480 -7.057 0.464
H 1.113 -5.519 0.619 0.441
H -0.227 -0.613 -6.917 0.509
H 2.208 1.657 4.425 0.477
```

Its calculated total energy is -130127.26793 eV. The energy above the lowest of the compared OMol25 structures with the same formula, charge and spin comes out at 270.4 kJ/mol. As for the net charge: +2.



Formula: C44H49F48I4NNbO13S
Source: the Open Molecules 2025 dataset
Level of theory: wB97M-V/def2-TZVPD

```
161
Properties=species:S:1:pos:R:3:mulliken_charge:R:1
I -4.293 -1.730 -2.931 -0.142
I 2.548 -1.491 -8.306 -0.063
I -1.679 -1.095 0.773 -0.105
I -3.019 1.148 -7.075 0.025
Nb -1.284 -2.183 -5.493 -0.641
S -7.304 -2.917 -7.745 1.192
F -0.136 -9.983 1.137 -0.300
F 9.564 5.084 6.615 -0.280
F 8.329 2.635 6.440 -0.282
F 1.289 10.185 7.140 -0.217
F 2.355 9.188 -1.208 -0.278
F 9.572 2.775 2.832 -0.281
F 0.160 6.905 1.932 -0.336
F 2.030 11.009 1.018 -0.199
F -3.977 -7.308 5.833 -0.298
F 2.728 4.327 -0.456 -0.355
F 1.322 12.226 6.424 -0.285
F 2.103 -6.656 -2.809 -0.351
F 1.049 8.839 2.363 -0.299
F -1.402 9.003 1.126 -0.263
F -6.505 -8.818 2.164 -0.257
F -1.273 11.337 6.608 -0.290
F -1.698 -7.122 -0.244 -0.134
F -7.683 -11.228 2.762 -0.277
F 6.986 4.311 6.125 -0.325
F 3.247 11.750 -0.620 -0.274
F 0.393 7.900 6.687 -0.267
F -8.558 -8.638 2.848 -0.334
F 2.577 2.261 3.669 -0.195
F 8.915 0.845 2.136 -0.284
F -0.288 7.641 9.366 -0.257
F 0.659 -7.982 1.197 -0.276
F -2.073 -8.025 1.695 -0.319
F -1.341 6.651 6.958 -0.292
F -0.617 11.693 4.569 -0.305
F 4.668 4.810 1.414 -0.261
F 10.497 1.466 5.244 -0.215
F 11.422 0.784 3.402 -0.264
F -0.016 -6.887 -2.401 -0.255
F 4.589 2.764 2.116 -0.266
F -4.058 -9.599 3.134 -0.255
F 4.474 9.233 -0.829 -0.304
F 3.656 0.498 1.640 -0.255
F 2.052 3.970 1.578 -0.293
F -6.098 -10.809 4.174 -0.201
F -2.632 -9.535 4.770 -0.298
F 0.434 -5.717 0.166 -0.250
F -0.702 9.666 8.703 -0.216
F 1.020 -4.500 -1.522 -0.109
F -5.195 -9.083 5.746 -0.291
F 0.147 9.729 -0.200 -0.224
F 2.950 0.220 4.312 -0.268
F 10.284 4.015 4.877 -0.214
F 1.898 -0.719 1.883 -0.256
O -0.110 -0.448 -5.569 -0.444
O 1.624 1.331 1.125 -0.319
O 0.426 1.372 -4.697 -0.496
O 3.167 8.392 0.738 -0.437
O -0.384 -2.691 -9.629 -0.597
O 2.490 -1.938 -5.355 -0.537
O 7.950 1.669 3.941 -0.373
O -6.955 -2.509 -9.147 -0.600
O -7.375 -1.678 -6.899 -0.631
O -5.528 -7.413 4.267 -0.393
O 0.379 -9.024 -0.783 -0.423
O -8.850 -3.614 -7.679 -0.499
O -1.656 8.692 6.179 -0.422
N -0.251 0.391 -4.549 0.335
C 9.178 1.559 3.255 0.773
C 1.502 -8.226 -1.186 -0.865
C -3.770 0.050 -5.363 0.034
C 9.191 4.596 5.404 0.114
C -0.947 9.467 5.201 -0.680
C -0.452 10.862 5.640 0.858
C 8.022 3.621 5.564 0.874
C 2.871 3.485 0.612 1.178
C 4.334 3.542 1.049 0.054
C -1.067 8.377 8.536 0.179
C 2.366 0.538 2.028 0.690
C 2.354 2.102 0.161 -0.947
C -6.887 -7.869 4.292 -0.696
C 2.190 0.979 3.484 0.207
C -0.893 7.922 7.083 0.773
C -5.102 0.756 -4.768 -1.342
C -7.307 -10.389 3.761 0.095
C -1.500 -3.035 -8.732 -0.474
C -0.161 -8.789 0.500 0.751
C -4.570 -8.170 4.977 0.714
C 1.198 -6.844 -1.804 1.060
C 3.189 10.811 0.355 0.204
C 0.734 7.997 1.347 1.000
C -4.590 -3.420 -6.846 0.666
C -1.727 -1.883 -7.702 -0.385
C -3.507 -8.783 4.059 0.509
C -0.595 -2.757 -3.384 0.263
C 1.014 10.951 6.070 0.175
C -2.292 -4.215 -5.602 -0.475
C 3.267 9.402 -0.243 0.784
C -1.605 -8.277 0.445 0.164
C -3.165 -1.102 -4.749 0.271
C 10.248 0.833 4.078 0.196
C -7.291 -8.944 3.259 0.877
C -6.072 -4.084 -7.029 -0.952
C 1.870 -2.271 -6.402 0.065
C -0.306 8.623 0.417 0.021
C 1.304 -5.647 -0.858 -0.018
C 0.650 -3.287 -6.185 -0.400
C -1.352 -2.427 -0.915 -0.914
C -3.878 -4.278 -5.715 -0.680
C 2.035 7.511 0.674 -0.465
C 7.483 2.987 4.263 -0.666
C -0.818 -1.666 -2.244 -0.260
H 1.001 -3.965 -5.318 0.244
H -5.929 -4.922 -7.809 0.376
H 6.408 2.854 4.417 0.378
H -0.634 7.909 -0.344 0.308
H -4.726 1.480 -3.954 0.323
H -4.110 -5.381 -6.000 0.464
H 1.681 10.663 5.253 0.217
H 4.011 10.983 1.054 0.222
H -1.877 -4.912 -6.428 0.383
H -1.451 -0.763 -2.516 0.401
H 1.146 0.894 3.793 0.215
H 1.866 7.138 -0.339 0.389
H -2.261 -9.007 -0.032 0.219
H -2.837 -1.588 -7.843 0.390
H -1.097 -0.990 -8.055 0.457
H 0.468 -3.991 -7.058 0.514
H 8.910 5.446 4.776 0.283
H 9.935 -0.188 4.308 0.232
H -7.210 -8.125 5.305 0.325
H -0.165 8.883 4.709 0.373
H -2.107 8.277 8.853 0.230
H 0.543 -2.959 -3.423 0.177
H -8.018 -10.511 4.583 0.272
H 2.315 -5.553 -0.451 0.314
H -2.952 -8.006 3.535 0.171
H -4.444 -4.158 -4.718 0.100
H 1.966 -8.814 -1.983 0.388
H -2.291 -3.051 -1.129 0.357
H -2.419 -3.106 -9.432 0.165
H 2.264 -8.174 -0.404 0.347
H -9.500 -2.869 -7.608 0.366
H 0.214 -1.248 -1.939 0.291
H -2.033 -4.796 -4.636 -0.042
H -5.586 1.412 -5.569 0.403
H 3.129 1.508 -0.330 0.313
H -5.893 0.036 -4.408 0.371
H -1.044 -3.743 -2.995 0.000
H 5.000 3.247 0.234 0.316
H 2.356 6.631 1.239 0.115
H -7.466 -6.977 4.037 0.414
H 0.298 -3.392 -9.574 0.329
H -1.294 -4.072 -8.339 0.185
H -4.784 -2.328 -6.602 -0.125
H 1.619 2.299 -0.625 0.480
H -0.543 -3.178 -0.598 0.203
H 7.555 3.664 3.408 0.337
H -6.407 -4.601 -6.074 0.449
H -1.689 9.645 4.418 0.434
H -4.079 -3.585 -7.858 -0.027
```

Its calculated total energy is -249748.52927 eV. The energy above the lowest of the compared OMol25 structures with the same formula, charge and spin comes out at 328.7 kJ/mol. As for the net charge: -1.